Entry from the Open Molecules 2025 dataset: a structure of composition C32H39MnN4OSb2 at a distorted geometry (ωB97M-V/def2-TZVPD).

The geometry in XYZ format:
```
79
Properties=species:S:1:pos:R:3:forces:R:3:lowdin_spin:R:1
Mn -1.3951 0.0535 0.6546 0.4 -0.6 -0.5 3.7715
C -0.1853 2.1671 4.1230 0.1 -0.3 -0.1 0.0086
C -0.7194 1.7414 2.8070 0.6 -1.1 -0.1 0.0704
N -0.5088 0.5614 2.2633 -0.1 1.2 1.1 -0.0703
N 0.1812 -0.3755 2.9202 0.4 -0.8 0.6 -0.0176
C 0.0420 -1.5478 2.3227 0.3 1.3 1.0 -0.0119
O -0.6083 -1.5947 1.2094 -1.2 -0.2 -1.2 0.0290
C 0.6227 -2.7267 2.9370 -0.1 -0.4 0.0 -0.0027
C 1.4552 -2.5923 4.0508 -0.1 0.0 -0.1 -0.0046
C 2.0176 -3.7146 4.6233 0.1 0.0 0.0 0.0004
C 1.7543 -4.9727 4.0945 0.0 0.1 0.0 -0.0043
C 0.9105 -5.1109 3.0010 0.0 -0.1 -0.1 0.0002
C 0.3408 -3.9942 2.4246 0.0 0.2 0.0 -0.0025
C -1.5505 2.5836 1.9863 -0.5 0.7 -0.6 0.0083
C -1.7996 3.9306 2.2550 0.2 -0.8 0.1 0.0125
C -2.6201 4.6500 1.4125 -0.2 -0.3 -0.5 0.0106
C -3.1631 4.0060 0.3048 0.1 0.1 0.3 0.0121
C -2.8722 2.6720 0.0927 -0.2 -0.2 -0.3 0.0127
N -2.0896 1.9512 0.9010 -0.1 0.7 0.3 0.0039
H 0.3038 1.3303 4.6098 0.0 0.0 0.0 -0.0002
H -0.9895 2.5328 4.7586 -0.1 0.1 0.0 0.0032
H 0.5371 2.9698 3.9824 0.1 0.1 0.0 0.0038
H 1.6402 -1.6069 4.4471 0.1 0.1 0.1 -0.0003
H 2.6699 -3.6108 5.4760 0.0 0.0 0.1 0.0001
H 2.2112 -5.8454 4.5348 0.0 -0.1 0.1 -0.0002
H 0.7095 -6.0857 2.5841 0.0 -0.1 0.0 0.0001
H -0.3224 -4.0820 1.5772 0.0 -0.1 -0.1 0.0000
H -1.3556 4.3837 3.1244 0.1 0.1 0.1 0.0006
H -2.8399 5.6845 1.6124 0.0 0.2 0.0 0.0002
H -3.8081 4.5267 -0.3815 -0.1 0.0 -0.1 0.0004
H -3.2895 2.1569 -0.7650 0.0 0.0 0.0 0.0000
C 4.1716 -0.3150 1.5270 -0.4 -0.1 -0.4 0.0042
Sb 2.3925 -0.6943 0.3399 1.2 0.0 -0.7 0.0134
C 2.6067 -2.8581 0.3125 0.0 0.4 -0.1 0.0047
C 3.4503 -0.4831 -1.6543 -0.8 -0.8 1.4 0.0034
C 3.6095 0.8844 -2.1170 0.0 1.2 -0.4 0.0028
C 4.7874 1.5660 -1.7735 -0.4 -0.3 -0.2 -0.0004
C 5.0793 2.8052 -2.2935 -0.3 0.3 -0.1 0.0028
C 4.1651 3.4238 -3.1419 0.1 -0.1 0.1 -0.0002
C 2.9647 2.8013 -3.4371 0.1 0.1 0.1 0.0022
C 2.6553 1.5383 -2.9369 0.8 -0.1 0.5 0.0008
C 1.3869 0.8967 -3.3398 -0.3 -0.4 0.4 0.0231
Sb -0.2729 1.0569 -1.8839 0.2 0.5 -1.1 0.0431
C -0.2116 3.2074 -1.9478 0.0 -0.3 0.3 0.0088
C -1.7511 0.8374 -3.4531 0.1 -0.1 0.4 0.0054
H 4.4645 0.7271 1.4337 0.0 0.1 0.0 0.0000
H 4.9695 -0.9540 1.1584 0.1 0.0 0.0 0.0005
H 3.9707 -0.5437 2.5697 0.0 0.0 0.1 0.0000
H 3.3583 -3.1250 -0.4248 0.1 0.0 -0.1 0.0004
H 1.6690 -3.3378 0.0531 -0.1 0.0 0.0 0.0000
H 2.9275 -3.1963 1.2916 0.0 -0.1 0.1 0.0002
H 2.8849 -1.1238 -2.3220 0.1 -0.1 -0.1 0.0001
H 4.4068 -0.9303 -1.4081 0.1 -0.2 -0.2 0.0004
H 5.4989 1.0683 -1.1321 0.1 -0.1 0.1 -0.0001
H 6.0132 3.2875 -2.0534 0.1 0.1 0.0 0.0002
H 4.3984 4.3798 -3.5810 0.0 0.1 0.0 -0.0001
H 2.2640 3.2883 -4.0991 -0.1 0.1 -0.1 0.0002
H 1.5142 -0.1592 -3.5666 -0.1 -0.1 0.0 0.0000
H 0.9670 1.3993 -4.2103 -0.2 -0.1 0.0 0.0023
H -0.4338 3.5273 -2.9617 0.0 0.0 -0.1 0.0011
H 0.7882 3.5335 -1.6799 0.1 0.0 0.0 0.0000
H -0.9287 3.6456 -1.2624 0.0 0.1 0.0 0.0001
H -1.6440 1.6611 -4.1545 0.1 0.0 0.0 0.0008
H -2.7650 0.8376 -3.0610 -0.1 0.0 0.0 -0.0001
H -1.5782 -0.0989 -3.9780 0.0 -0.1 0.0 0.0000
C -5.9169 -3.0448 -2.4871 -0.2 -0.1 -0.1 0.0018
C -4.8726 -2.3155 -1.7284 0.3 0.3 0.2 0.0091
C -5.1930 -1.3320 -0.7929 0.2 0.1 0.0 -0.0010
C -4.1913 -0.6399 -0.1432 -0.3 0.2 0.1 0.0107
N -2.8871 -0.8462 -0.3813 -0.3 -0.2 0.0 0.0100
C -2.5714 -1.8175 -1.2522 0.3 -0.3 -0.3 0.0118
C -3.5125 -2.5668 -1.9222 0.0 0.2 0.2 0.0000
H -6.8738 -2.5340 -2.4302 -0.1 0.0 0.0 0.0001
H -6.0415 -4.0487 -2.0807 0.0 -0.1 0.0 0.0008
H -5.6299 -3.1525 -3.5309 0.0 0.0 -0.1 0.0004
H -6.2230 -1.0974 -0.5757 -0.1 0.0 0.0 -0.0003
H -4.4413 0.1253 0.5867 0.0 -0.1 -0.1 0.0014
H -1.5108 -1.9858 -1.4166 -0.1 0.0 0.0 0.0015
H -3.1924 -3.3389 -2.6013 0.1 -0.1 -0.1 -0.0001
```
Positions in Å, forces in eV/Å.

Charge: +2
M: 794.15 g/mol
Multiplicity: 5
Max |F|: 1.8 eV/Å
Electronic energy: -86206.3556 eV
<S²>: 6.080
Energy above the lowest of the compared OMol25 structures with the same formula, charge and spin: 73.3 kJ/mol
Lowest unoccupied orbital energy (spin up / spin down): -7.14 / -7.40 eV